Record 1
11 unconnected molecules or ions with the total composition C44H121N11O11, computed with ωB97M-V with the def2-TZVPD basis set.

Geometry as XYZ:
```
187
Properties=species:S:1:pos:R:3
C -12.0162 21.5367 7.9019
O -10.8743 22.1705 7.3781
C -11.0177 22.6390 6.0776
C -9.7243 23.3468 5.7399
C -9.5253 24.6492 6.5591
N -9.6366 23.5943 4.3302
H -12.8359 22.2965 7.9354
H -11.7602 21.1515 8.8871
H -12.2869 20.6779 7.2705
H -11.2568 21.8716 5.3379
H -11.8254 23.3956 6.0013
H -8.9276 22.6410 6.0077
H -10.3752 25.3363 6.4208
H -8.6199 25.1561 6.2100
H -9.4196 24.4979 7.6716
H -10.3914 24.1861 4.0154
H -8.7991 24.1222 4.1653
C -19.9930 25.0876 6.9382
O -20.0250 25.4035 5.6000
C -19.0260 24.8723 4.8209
C -19.0292 25.4091 3.3848
C -18.8839 26.8914 3.4047
N -20.1350 24.8773 2.5550
H -20.8714 25.5239 7.3897
H -19.0827 25.4341 7.4208
H -19.9475 24.0246 7.1323
H -17.9923 25.0378 5.2402
H -19.1390 23.7840 4.7604
H -18.1766 24.9794 2.8664
H -18.9284 27.2747 2.3727
H -17.9423 27.1252 3.9217
H -19.7157 27.4112 3.9424
H -20.9838 25.2019 3.0407
H -20.0687 23.8757 2.6235
C -17.1827 17.1706 5.8290
O -15.8664 17.4598 6.2355
C -15.2609 18.4187 5.3909
C -13.7224 18.2999 5.5445
C -12.9731 19.4798 4.8953
N -13.3513 17.0070 5.0329
H -17.5736 16.3847 6.4915
H -17.2443 16.7491 4.7910
H -17.8617 18.0561 5.9647
H -15.5294 18.3515 4.3305
H -15.5667 19.4169 5.7616
H -13.3972 18.3524 6.6054
H -11.9074 19.3327 5.1515
H -13.2648 20.4329 5.3310
H -13.1087 19.5681 3.8029
H -12.3707 17.0484 4.7626
H -13.9058 16.7408 4.2481
C -19.0943 21.1317 8.4310
O -17.9848 20.9355 9.2376
C -16.9310 20.3221 8.5069
C -15.8495 19.8049 9.4361
C -15.2909 20.9339 10.3249
N -14.6948 19.3026 8.6347
H -18.8239 21.6223 7.4764
H -19.8633 21.7010 8.9390
H -19.5478 20.1370 8.1379
H -17.3214 19.4472 7.9931
H -16.4087 21.0063 7.8228
H -16.3334 19.0495 10.0956
H -14.8923 21.7812 9.7757
H -14.5615 20.6088 11.0647
H -16.1479 21.3756 10.8451
H -14.9478 18.4806 8.0869
H -13.9418 19.0966 9.3293
C -15.7642 22.9612 6.0191
O -15.8028 22.0537 4.9505
C -17.0425 22.2684 4.1424
C -17.0239 21.0814 3.1558
C -15.6658 21.0754 2.3921
N -18.1335 21.1019 2.1403
H -15.4660 23.9756 5.6789
H -14.9781 22.6118 6.6707
H -16.7397 22.9799 6.5589
H -17.9042 22.3072 4.8424
H -16.9694 23.2161 3.5765
H -17.1583 20.2315 3.8116
H -15.6865 20.2888 1.6397
H -14.8359 20.9962 3.0586
H -15.6812 22.0263 1.8172
H -18.0446 21.9952 1.5663
H -19.0593 21.2679 2.5427
C -12.0188 21.4643 0.3668
O -11.5716 20.2280 0.7271
C -10.6103 20.2477 1.7298
C -9.2325 20.3993 1.0707
C -8.6923 19.1107 0.4307
N -8.2706 20.9036 2.0369
H -11.1915 22.1042 -0.0219
H -12.5921 21.9427 1.1845
H -12.7678 21.3098 -0.4281
H -10.8574 21.1648 2.3287
H -10.7394 19.3744 2.3645
H -9.3876 21.0366 0.1538
H -8.4378 18.2637 1.0973
H -7.8480 19.3913 -0.2108
H -9.4495 18.6936 -0.2590
H -8.5666 21.8240 2.3687
H -7.3806 21.0178 1.5924
C -17.9528 20.8487 -2.7566
O -18.1730 22.1134 -2.1759
C -17.2466 22.5109 -1.1858
C -17.7916 23.7984 -0.5765
C -16.8360 24.4439 0.3575
N -18.9909 23.5101 0.1397
H -16.9530 20.7568 -3.2438
H -18.7113 20.6243 -3.4757
H -17.9291 20.1132 -1.9817
H -17.1376 21.7393 -0.4384
H -16.2537 22.5863 -1.6957
H -17.9885 24.5027 -1.3877
H -16.6822 23.8679 1.2784
H -17.1640 25.3859 0.7836
H -15.9043 24.5675 -0.1834
H -19.8091 23.2686 -0.3687
H -19.2626 24.2775 0.7519
C -20.3425 16.5681 4.0944
O -19.3631 16.1236 3.1109
C -18.8575 17.2020 2.3136
C -19.8240 17.6450 1.1607
C -20.2704 16.5654 0.2142
N -19.1237 18.6245 0.3931
H -19.9789 17.3591 4.7296
H -20.6101 15.7185 4.7006
H -21.1808 16.9693 3.5705
H -18.6415 18.1163 2.8952
H -17.9156 16.9066 1.8592
H -20.7176 18.1356 1.4598
H -21.0040 16.8684 -0.5690
H -20.6470 15.7514 0.8407
H -19.3820 16.1770 -0.2973
H -19.0251 19.4880 0.9564
H -19.5146 18.8706 -0.5128
C -22.7460 22.5920 6.5580
O -23.0154 21.9926 5.3214
C -21.9460 21.8722 4.4398
C -22.4084 20.9848 3.2852
C -22.5948 19.5501 3.7381
N -21.3604 20.9220 2.2217
H -22.3995 23.6097 6.3738
H -21.9909 21.9953 7.0607
H -23.6931 22.5638 7.1011
H -21.5714 22.8909 4.1894
H -21.1290 21.3612 4.9549
H -23.3102 21.5184 2.8818
H -22.9748 18.9020 2.9737
H -23.3062 19.4001 4.5212
H -21.6379 19.1438 4.1053
H -21.2117 20.0139 1.8640
H -21.5510 21.5171 1.4458
C -13.0125 18.0654 -4.1416
O -14.3281 18.3157 -3.7428
C -14.8680 17.3598 -2.8433
C -16.0513 17.8346 -2.0709
C -15.7798 18.8738 -0.9759
N -16.6196 16.7248 -1.3732
H -12.6879 18.9497 -4.6481
H -13.0459 17.2310 -4.8732
H -12.4070 17.8574 -3.2582
H -15.1602 16.4381 -3.4121
H -14.0722 17.0722 -2.1372
H -16.6815 18.2918 -2.7930
H -15.3064 19.7642 -1.3870
H -15.1316 18.3696 -0.2050
H -16.7004 19.1555 -0.4091
H -17.1425 16.0601 -1.9007
H -17.2548 17.0756 -0.6719
C -13.2943 26.8298 6.0999
O -13.1905 26.4767 4.7226
C -14.3953 26.4563 4.0741
C -14.2437 26.2272 2.6001
C -13.4908 24.9541 2.3074
N -13.5409 27.3111 1.9267
H -12.2891 26.8367 6.5096
H -14.0214 26.1878 6.6262
H -13.6522 27.8723 6.0701
H -15.0824 25.6846 4.4107
H -14.9438 27.4052 4.2326
H -15.2578 26.2102 2.1941
H -13.2941 24.8979 1.2342
H -14.1169 24.0289 2.4942
H -12.5702 24.9404 2.8850
H -13.9756 28.2058 2.1101
H -12.5815 27.3594 2.2416
```

Output
E_HOMO = -8.8 eV
Gap between HOMO and LUMO = 9.24 eV
Molar mass = 980.52 g mol⁻¹
ΔE to the lowest compared entry with this formula, charge and spin = 174.5 kJ/mol
Net charge = 0
Total energy = -86497.4254 eV
SMILES = COC[C@H](C)N.COC[C@H](C)N.COC[C@H](C)N.COC[C@H](C)N.COC[C@H](C)N.COC[C@H](C)N.COC[C@H](C)N.COC[C@H](C)N.COC[C@H](C)N.COC[C@H](C)N.COC[C@H](C)N

Here are the Mulliken charges for atoms 1 to 4, given in e:
1 C -0.14
2 O -0.45
3 C 0.28
4 C 0.19

Record 2
A molecular structure, Cr2F4H28O18P2, computed with ωB97M-V with the def2-TZVPD basis set.

Geometry as XYZ:
```
54
Properties=species:S:1:pos:R:3
Cr 3.6969 17.8618 -21.1155
Cr 2.5900 18.4826 -26.5663
O 3.1012 19.1816 -22.3898
P 2.9186 20.0936 -23.5779
O 2.5941 19.5383 -24.9379
F 4.1839 20.9294 -23.7454
F 1.8004 21.0464 -23.2003
O 2.7843 17.0245 -25.2105
P 2.9927 16.1018 -24.0464
O 3.3963 16.5952 -22.7186
F 4.0461 15.0913 -24.5475
F 1.7712 15.1625 -23.8724
O 2.8235 16.3749 -20.0680
H 2.6788 15.4399 -20.4144
H 2.4242 16.3889 -19.1798
O -0.6740 15.2515 -21.7261
H -0.8848 14.9017 -22.6069
H -1.1171 14.6566 -21.1073
O 6.8382 16.2435 -25.1563
H 7.7325 16.0328 -24.8457
H 6.7141 15.6351 -25.9007
O 5.9506 13.2671 -25.6174
H 5.5915 12.3737 -25.5378
H 5.3578 13.8469 -25.1358
O 5.3103 16.6485 -20.8384
H 5.9169 16.7244 -20.0792
H 5.5675 15.7698 -21.2741
O 5.4662 18.2594 -23.7689
H 5.9375 17.5456 -24.2634
H 6.1349 18.9533 -23.6782
O 1.7994 12.1768 -25.6068
H 1.2951 12.7591 -25.0280
H 1.2120 11.4169 -25.7332
O 5.9889 14.3803 -21.9004
H 5.2405 14.1274 -22.4511
H 6.6587 13.6967 -22.0492
O 0.9848 17.5751 -21.6278
H 0.2459 18.1718 -21.8065
H 0.5804 16.6863 -21.5993
O 1.9354 14.5162 -27.1162
H 1.9559 13.6560 -26.6361
H 2.8077 14.5887 -27.5228
O 2.4689 13.9443 -20.9687
H 2.7529 13.1224 -20.5407
H 1.7523 13.6837 -21.5602
O 4.6470 18.3551 -26.5262
H 5.1245 19.1483 -26.8412
H 5.3392 17.6829 -26.3602
O -0.8107 14.1781 -24.4658
H 0.0008 14.6912 -24.3866
H -1.3158 14.5902 -25.1781
O 1.0760 17.1731 -27.0847
H 0.3240 17.3625 -27.6816
H 1.1002 16.1746 -26.9839
```

Output
Spin multiplicity = 7
E_HOMO (alpha / beta) = -21.3 / -21.3 eV
Gap between HOMO and LUMO (alpha / beta) = 4.46 / 6.01 eV
Molar mass = 558.14 g mol⁻¹
ΔE to the lowest compared entry with this formula, charge and spin = 36.3 kJ/mol
Net charge = +4
Total energy = -123567.9119 eV

Here are the Mulliken charges for atoms 1 to 4, given in e:
1 Cr 0.64
2 Cr 1.24
3 O -0.31
4 P 0.22

Record 3
3 unconnected molecules or ions with the total composition C14H31F5N, computed with ωB97M-V with the def2-TZVPD basis set.

Geometry as XYZ:
```
51
Properties=species:S:1:pos:R:3
N 0.8967 -3.2517 -1.5783
C -0.3192 -2.4029 -1.8996
F -0.5778 -1.4496 -0.9242
F -0.0766 -1.7581 -3.1091
C -1.5856 -3.3950 -1.9512
F -1.3987 -4.3636 -0.9354
F -1.7595 -4.0009 -3.1924
F -2.7629 -2.7221 -1.6321
H 1.7782 -2.8086 -1.9076
H 0.7791 -4.1150 -2.1501
H 0.8995 -3.4318 -0.5583
C 3.3878 -0.7124 0.4131
C 2.3906 0.3133 -0.1100
C 2.3750 0.4194 -1.6359
C 3.6882 0.8795 -2.2754
C 4.2092 2.2335 -1.7923
C 3.2676 3.3884 -2.1054
H 4.4145 -0.4457 0.1567
H 3.3265 -0.7758 1.5024
H 3.1763 -1.7080 0.0053
H 2.5967 1.2885 0.3397
H 1.3882 0.0270 0.2279
H 1.5686 1.0980 -1.9311
H 2.1109 -0.5622 -2.0573
H 3.5463 0.9204 -3.3614
H 4.4619 0.1234 -2.1037
H 5.1703 2.4264 -2.2791
H 4.4113 2.2047 -0.7173
H 3.0842 3.4611 -3.1806
H 3.7076 4.3325 -1.7752
H 2.3068 3.2770 -1.5974
C -4.9279 -0.6475 3.1364
C -4.4429 0.7789 2.9135
C -3.8720 1.0134 1.5143
C -2.6328 0.1839 1.1664
C -1.4421 0.3567 2.1113
C -0.8905 1.7756 2.1330
H -4.1110 -1.3689 3.0607
H -5.3623 -0.7457 4.1344
H -5.6963 -0.9164 2.4069
H -3.7041 1.0394 3.6780
H -5.2874 1.4597 3.0607
H -3.6410 2.0776 1.4039
H -4.6503 0.7979 0.7734
H -2.3186 0.4452 0.1482
H -2.9033 -0.8776 1.1328
H -0.6434 -0.3222 1.7890
H -1.7118 0.0513 3.1264
H -0.5760 2.0871 1.1328
H -0.0195 1.8311 2.7915
H -1.6283 2.4906 2.5017
```

Output
E_HOMO = -13.1 eV
Gap between HOMO and LUMO = 8.96 eV
Molar mass = 308.40 g mol⁻¹
Net charge = +1
Total energy = -30090.9934 eV

Here are the Mulliken charges for atoms 1 to 4, given in e:
1 N -0.26
2 C 0.46
3 F -0.09
4 F -0.23

Record 4
C4H8N2O2 in the gas phase, computed with ωB97M-V with the def2-TZVPD basis set.

Geometry as XYZ:
```
16
Properties=species:S:1:pos:R:3
N 2.7145 0.2982 1.2721
C 2.1174 0.2190 -0.0881
C 0.5897 -0.3627 0.0222
C -0.1531 -0.3437 -1.2233
C -1.5487 -0.2332 -0.6385
O -2.6942 -0.5046 -1.1556
N -1.5306 0.3809 0.5210
O -0.0917 0.4085 1.0413
H 1.6988 0.6467 1.8128
H 3.4043 0.7693 1.5693
H 2.1011 1.1702 -0.3866
H 2.6635 -0.3796 -0.5642
H 0.6460 -1.3044 0.3353
H -0.0333 0.3758 -1.8451
H -0.4102 -1.1992 -2.2066
H -2.1019 0.2603 1.2144
```

Output
E_HOMO = -9.3 eV
Gap between HOMO and LUMO = 10.05 eV
Molar mass = 116.12 g mol⁻¹
ΔE to the lowest compared entry with this formula, charge and spin = 742.8 kJ/mol
Net charge = 0
Total energy = -11346.4139 eV
SMILES = NC[C@@H]1CC(=O)NO1

Here are the Mulliken charges for atoms 1 to 4, given in e:
1 N -0.63
2 C -0.97
3 C 0.33
4 C -0.62

Record 5
A molecular structure, H20O10, computed with ωB97M-V with the def2-TZVPD basis set.

Geometry as XYZ:
```
30
Properties=species:S:1:pos:R:3
O -15.0188 2.3570 2.4550
H -14.1510 2.7459 2.5644
H -14.9383 1.4809 2.8320
O -17.4516 1.7157 1.6382
H -16.5029 1.8013 1.5433
H -17.5786 1.4491 2.5487
O -13.7452 0.6014 0.7021
H -13.2683 1.2284 0.1583
H -14.6510 0.6605 0.3982
O -16.9000 -0.8010 3.9829
H -16.9281 -0.2695 4.7784
H -16.8156 -1.7008 4.2982
O -12.9036 -0.6016 3.4773
H -12.0868 -0.3948 3.9315
H -13.5263 0.0531 3.7933
O -14.9126 -2.7046 1.2213
H -14.8402 -3.5681 1.6279
H -15.1019 -2.1119 1.9487
O -18.2533 -0.2803 2.3997
H -18.8286 -0.1076 1.6544
H -17.7997 -1.0913 2.1699
O -14.3134 0.6550 4.4452
H -14.8962 0.1556 3.8731
H -14.5416 0.3682 5.3295
O -15.3553 0.1857 2.7818
H -15.3585 -0.1901 1.9015
H -16.1952 -0.0773 3.1581
O -15.6903 -0.1261 -0.4019
H -15.8939 -0.9746 -0.0085
H -16.5444 0.2575 -0.6006
```

Output
E_HOMO = -9.2 eV
Gap between HOMO and LUMO = 8.75 eV
Molar mass = 180.15 g mol⁻¹
ΔE to the lowest compared entry with this formula, charge and spin = 940.1 kJ/mol
Net charge = 0
Total energy = -20792.8690 eV

Here are the Mulliken charges for atoms 1 to 4, given in e:
1 O -0.70
2 H 0.30
3 H 0.66
4 O -0.68

Record 6
A molecular structure, C38H38F5N3P2RhSeSi2, computed with ωB97M-V with the def2-TZVPD basis set.

Geometry as XYZ:
```
90
Properties=species:S:1:pos:R:3
Rh 1.0453 0.1317 -0.7390
C -1.9810 -1.8662 -3.3576
Si -1.1541 -2.6407 -1.8652
C -2.4110 -3.8456 -1.1207
C 0.2748 -3.7176 -2.4027
N -0.7132 -1.3913 -0.7628
P -0.5145 -1.3841 0.8201
C 0.2216 0.0979 1.2036
P -0.5666 1.5158 0.8117
N -0.4673 1.5943 -0.8059
Si -0.1798 2.6984 -2.1220
C -0.0476 1.7895 -3.7464
C 1.2405 3.9040 -1.9446
C -1.7302 3.7948 -2.1867
C -2.2657 1.6867 1.4166
C -3.3394 1.7745 0.5385
C -4.6380 1.8534 1.0301
C -4.8626 1.8334 2.3988
C -3.7913 1.7293 3.2793
C -2.4956 1.6604 2.7914
C 0.2766 2.9313 1.5788
C -0.1290 4.2306 1.2786
C 0.5195 5.3155 1.8459
C 1.5809 5.1055 2.7203
C 1.9859 3.8141 3.0239
C 1.3318 2.7256 2.4580
C 0.6408 -2.7275 1.2587
C 2.0127 -2.4882 1.1812
C 2.9182 -3.5295 1.3308
C 2.4598 -4.8166 1.5781
C 1.0964 -5.0597 1.6830
C 0.1903 -4.0199 1.5229
C -1.8963 -1.6674 1.9731
C -1.6337 -1.8512 3.3290
C -2.6808 -1.9614 4.2323
C -3.9959 -1.8872 3.7892
C -4.2633 -1.6876 2.4430
C -3.2143 -1.5732 1.5389
H -2.1790 -2.6155 -4.1312
H -1.3575 -1.0855 -3.7968
H -2.9337 -1.4096 -3.0698
H -2.9095 -4.3742 -1.9412
H -3.1856 -3.3755 -0.5145
H -1.9112 -4.6012 -0.5080
H -0.0778 -4.4506 -3.1385
H 0.6745 -4.2698 -1.5444
H 1.0879 -3.1421 -2.8423
H 0.9607 1.8507 -4.1612
H -0.7576 2.1961 -4.4725
H -0.2605 0.7307 -3.6102
H 2.1987 3.4599 -2.2057
H 1.3192 4.3122 -0.9357
H 1.0417 4.7361 -2.6322
H -2.6263 3.2669 -1.8520
H -1.9145 4.1405 -3.2088
H -1.6129 4.6850 -1.5598
H -3.1515 1.7524 -0.5273
H -5.4723 1.9226 0.3423
H -5.8745 1.8890 2.7836
H -3.9676 1.6968 4.3480
H -1.6576 1.5782 3.4755
H -0.9547 4.3931 0.5926
H 0.2042 6.3233 1.6044
H 2.0936 5.9523 3.1602
H 2.8195 3.6499 3.6959
H 1.6387 1.7061 2.6632
H 2.3718 -1.4758 1.0305
H 3.9799 -3.3292 1.2596
H 3.1656 -5.6298 1.6956
H 0.7368 -6.0617 1.8845
H -0.8730 -4.2170 1.6011
H -0.6069 -1.9077 3.6722
H -2.4708 -2.1068 5.2851
H -4.8114 -1.9747 4.4970
H -5.2865 -1.6078 2.0968
H -3.4139 -1.3874 0.4902
F 7.0978 -1.4589 -3.7149
C 6.2083 -0.8203 -2.9457
C 5.9552 -1.2654 -1.6656
F 6.6045 -2.3417 -1.1947
C 5.0354 -0.5965 -0.8791
F 4.8226 -1.0767 0.3556
C 4.3396 0.5075 -1.3372
Se 3.0153 1.3824 -0.2602
C 4.6306 0.9399 -2.6233
F 4.0026 2.0016 -3.1348
C 5.5457 0.2908 -3.4271
F 5.7938 0.7178 -4.6715
N 2.2700 -1.0294 -3.4927
C 1.8283 -0.5431 -2.5370
```

Output
E_HOMO (alpha / beta) = -5.0 / -5.0 eV
Gap between HOMO and LUMO (alpha / beta) = 7.04 / 7.04 eV
Molar mass = 931.72 g mol⁻¹
ΔE to the lowest compared entry with this formula, charge and spin = 44.7 kJ/mol
Net charge = -1
Total energy = -160772.8697 eV

Here are the Mulliken charges for atoms 1 to 4, given in e:
1 Rh 0.12
2 C -0.99
3 Si -0.03
4 C -1.07

Record 7
A gas-phase ion, CHN4S2 (charge -1), computed with ωB97M-V with the def2-TZVPD basis set.

Geometry as XYZ:
```
8
Properties=species:S:1:pos:R:3
C -1.4696 0.0668 -0.0736
N -1.0490 1.2320 -0.0001
N 0.2068 1.5062 0.0145
N 0.3255 -0.7940 -0.1367
N 0.9176 0.3278 -0.1000
S 0.7015 -2.3177 -0.0186
S 2.5552 0.4993 -0.0433
H -2.1880 -0.5205 0.3578
```

Output
E_HOMO (alpha / beta) = -3.4 / -3.4 eV
Gap between HOMO and LUMO (alpha / beta) = 7.09 / 7.09 eV
Molar mass = 133.18 g mol⁻¹
ΔE to the lowest compared entry with this formula, charge and spin = 392.0 kJ/mol
Net charge = -1
Total energy = -28680.3460 eV

Here are the Mulliken charges for atoms 1 to 4, given in e:
1 C -0.03
2 N -0.21
3 N -0.48
4 N -0.39